The following is a quantum chemistry calculation of a cluster of 3 separate species, C17H23FN2O8S in total at a distorted geometry, from OMol25.

Element x y z (Å)
N1 -3.928 -0.869 0.959
C1 -3.446 -2.287 1.310
C2 -2.679 -3.023 0.061
C3 -1.105 -2.508 -0.132
C4 -0.192 -3.571 0.777
C5 -0.171 -3.242 2.412
C6 0.661 -4.260 3.391
C7 1.454 -5.518 2.701
C8 1.485 -5.890 1.105
C9 0.617 -4.868 0.104
S1 0.539 -5.177 -1.769
C10 2.134 -6.216 4.020
O1 3.221 -6.974 4.184
N2 1.261 -5.775 5.214
F1 0.042 -6.353 5.005
C11 0.886 -4.307 5.015
O2 0.779 -3.298 5.883
H1 -4.973 -0.934 0.793
H2 -3.821 -0.345 1.870
H3 -4.434 -2.916 1.521
H4 -2.813 -2.305 2.308
H5 -2.597 -4.176 0.340
H6 -3.232 -2.938 -0.968
H7 -0.985 -1.413 0.320
H8 -0.814 -2.557 -1.269
H9 -0.717 -2.327 2.908
H10 2.068 -6.834 0.727
H11 1.918 -5.121 -2.150
C12 -1.587 4.811 -2.492
O3 -2.077 4.668 -1.160
C13 -2.018 3.402 -0.676
O4 -1.595 2.425 -1.274
O5 -2.512 3.412 0.588
C14 -2.512 2.137 1.227
H12 -1.682 5.863 -2.776
H13 -0.530 4.534 -2.546
H14 -2.182 4.211 -3.189
H15 -1.491 1.752 1.322
H16 -3.143 1.430 0.680
H17 -2.926 2.262 2.231
C15 4.257 6.637 -5.099
O6 4.609 6.051 -3.848
C16 3.584 5.424 -3.217
O7 2.437 5.333 -3.628
O8 4.055 4.916 -2.050
C17 3.078 4.224 -1.275
H18 5.152 7.110 -5.514
H19 3.916 5.871 -5.803
H20 3.492 7.408 -4.963
H21 2.689 3.361 -1.825
H22 2.266 4.898 -0.986
H23 3.564 3.861 -0.365

Output
HOMO (eV): -9.3
Strongest force on any atom (eV Å⁻¹): 9.141
Structure (SMILES): NCCCc1cc2c(cc1S)C(=O)N(F)C2=O.COC(=O)OC.COC(=O)OC
Charge: 0

Mulliken atomic charge list, values in e, 2 entries: N -0.5389; C -0.2871